14
Properties=species:S:1:pos:R:3:forces:R:3 method="wB97M-V/def2-TZVPD" orbital_gap_ev="7.8 / 7.8" lumo_ev="-0.1 / -0.1" de_lowest_ev=4.835
C -1.4971 -1.8407 -0.3130 0.0 -0.2 0.2
N -1.1958 -0.8366 -1.2970 0.3 0.4 0.0
C -0.4169 0.1137 -1.2145 0.0 0.1 -0.2
C 0.4034 0.2134 0.9635 -0.1 0.0 0.2
O 1.6025 0.7360 0.6371 0.1 0.2 -0.2
C 1.7760 1.9049 0.1776 0.0 -0.1 0.0
O 0.1556 1.0773 -1.6270 -0.3 -0.5 0.2
H -0.5960 -2.3616 0.0329 -0.1 0.1 -0.1
H -2.0071 -1.4205 0.5640 0.1 0.0 -0.2
H -2.1619 -2.5790 -0.7672 0.1 0.1 0.1
H 0.5255 -0.7042 1.5255 0.0 0.1 -0.1
H -0.3219 0.9460 1.3160 0.0 -0.1 -0.1
H 2.7660 2.1231 -0.1974 -0.1 0.0 0.1
H 0.9678 2.6282 0.1994 0.1 -0.1 0.0